A structure of composition C24H21BrCuN5O3S. Source: the Open Molecules 2025 dataset; level of theory: ωB97M-V with the def2-TZVPD basis set.

The geometry in XYZ format:
```
56
Properties=species:S:1:pos:R:3
Cu -0.2902 -1.4827 0.4752
O 1.8705 2.8497 -1.5811
C 2.8400 1.9164 -1.8879
C 3.9910 2.2777 -2.5720
C 4.9456 1.3121 -2.8646
C 4.7436 -0.0010 -2.4717
C 3.5863 -0.3447 -1.7833
C 2.6245 0.6049 -1.4788
C 1.3577 0.1804 -0.7525
O 1.3534 -1.1207 -0.4386
N 1.2637 0.9922 0.5136
N 0.4177 0.4360 1.4016
C -0.0487 1.1389 2.3552
C -0.8599 0.5778 3.4359
Br -0.3307 -1.1205 4.0830
C -1.8679 1.2218 4.0231
C -2.4550 2.4664 3.5025
C -2.8884 3.4634 4.3780
C -3.4530 4.6341 3.8987
C -3.6067 4.8240 2.5316
C -3.2028 3.8295 1.6524
C -2.6367 2.6560 2.1299
H 2.1240 3.6950 -1.9641
H 4.1397 3.3099 -2.8739
H 5.8440 1.5926 -3.4005
H 5.4810 -0.7587 -2.7035
H 3.3846 -1.3606 -1.4677
H 0.4884 0.4784 -1.3791
H 1.1332 1.9905 0.3743
H 0.1664 2.2074 2.4247
H -2.3237 0.7953 4.9086
H -2.7697 3.3154 5.4452
H -3.7759 5.4004 4.5925
H -4.0504 5.7373 2.1555
H -3.3371 3.9577 0.5854
H -2.3645 1.8605 1.4455
N -4.3251 -0.2193 -0.5039
C -3.0927 -0.8454 -0.4128
S -2.5132 -1.1640 1.2116
N -2.5134 -1.1863 -1.5155
N -1.3367 -1.8735 -1.2566
C -0.9987 -2.7990 -2.0654
C 0.1040 -3.7105 -1.8292
C 0.6133 -4.3947 -2.9379
C 1.6238 -5.3285 -2.8315
C 2.1210 -5.6116 -1.5552
C 1.6215 -4.9842 -0.4392
C 0.5940 -3.9985 -0.5085
O 0.1438 -3.4676 0.5698
H -4.5468 0.3763 0.2765
H -4.5143 0.1702 -1.4153
H -1.6027 -2.9397 -2.9656
H 0.1943 -4.1685 -3.9144
H 2.0110 -5.8328 -3.7074
H 2.9141 -6.3439 -1.4391
H 2.0089 -5.2116 0.5466
```

Values from the calculation:
Spin multiplicity   2
Lowest unoccupied orbital energy (spin up / spin down)   2.36 / 2.35 eV
Gap between HOMO and LUMO (spin up / spin down)   6.304 / 6.260 eV
M   602.98 g mol⁻¹
Charge   -1
Calculated total energy   -164339.8512 eV

Results of the natural (NBO) charge analysis, in e, for atoms 1 through 6: 1.386, -0.705, 0.369, -0.332, -0.205, -0.248